Formula: C25H45IrNP2S
Source: the OMol25 dataset
Level of theory: ωB97M-V with the def2-TZVPD basis set

Geometry as XYZ:
```
75
Properties=species:S:1:pos:R:3:forces:R:3
Ir -0.745496 -0.681749 -2.287727 -0.444 -0.579 2.897
C -2.196726 1.723631 -0.359261 0.775 -0.040 1.961
C -2.625495 0.895537 -1.384585 0.226 -2.198 0.009
C -1.869964 -0.414203 0.427392 -0.901 -0.672 -1.659
C -1.767310 0.923019 0.754006 -0.414 1.896 -0.862
C -2.297145 -0.546112 -1.003524 -1.064 1.276 2.232
C -2.245015 3.203714 -0.374446 0.114 0.294 -0.269
H -1.989504 3.556779 -1.383017 -0.194 0.133 0.233
H -1.531720 3.645913 0.329111 -0.195 -0.090 -0.125
H -3.248245 3.572747 -0.115078 0.214 -0.016 -0.117
C -1.421401 1.448146 2.089995 0.316 0.103 0.390
H -1.191991 2.518338 2.050249 -0.034 -0.263 0.108
H -0.545367 0.911090 2.484535 -0.331 0.243 0.041
H -2.261313 1.311627 2.792550 0.285 -0.002 -0.171
C -1.838979 -1.516441 1.396849 0.258 -0.523 0.123
H -2.753233 -1.525901 2.018537 0.299 0.090 -0.156
H -0.984402 -1.398243 2.071164 -0.152 -0.045 0.150
H -1.781636 -2.492721 0.900795 -0.042 0.154 0.155
C -3.276418 -1.600070 -1.363325 -0.748 -0.488 -0.392
H -4.289265 -1.181073 -1.289768 0.009 -0.375 -0.102
H -3.202128 -2.453405 -0.686968 -0.073 -0.041 -0.205
H -3.083398 -1.928189 -2.396632 -0.568 -0.174 0.389
C -3.474348 1.283065 -2.521489 -0.062 -0.061 -0.424
H -4.439061 1.632859 -2.124656 0.120 0.021 -0.177
H -3.654925 0.444605 -3.205765 -0.014 0.254 0.215
H -3.028657 2.109827 -3.091746 -0.175 -0.065 0.155
C 1.092002 0.171109 -2.396039 1.256 2.140 -0.148
C 0.024244 1.093770 -2.755787 1.795 1.143 0.277
C -0.332221 1.413361 -4.184045 -0.169 0.609 -0.338
C -1.109552 0.292194 -4.940611 -0.468 0.529 -0.500
C -1.222159 -1.005893 -4.193944 0.330 -1.310 -1.652
C -0.049977 -1.787631 -3.855783 -0.427 -1.172 -1.726
C 1.333703 -1.402708 -4.352267 0.367 -0.241 -0.318
C 2.007018 -0.326512 -3.486533 0.463 -0.128 -0.020
H 0.580636 1.682094 -4.734249 -0.213 -0.008 0.078
H -0.638409 0.128206 -5.923747 -0.243 -0.003 0.260
H -0.969225 2.313653 -4.159644 0.367 -0.278 -0.194
H 2.325492 0.528233 -4.106072 -0.094 -0.261 0.193
H 1.584467 0.332743 -1.432441 -0.258 0.096 -0.057
H -0.166779 1.898776 -2.034592 -0.050 -0.321 -0.137
H 2.929682 -0.724233 -3.047769 -0.168 0.112 -0.056
H 1.968545 -2.301847 -4.377033 -0.253 0.259 -0.069
H -0.226610 -2.870575 -3.776794 0.059 0.408 -0.018
H 1.276739 -1.037379 -5.391257 -0.132 -0.276 0.273
H -2.135568 0.654596 -5.127368 0.480 -0.150 -0.101
H -2.129523 -1.602448 -4.345262 0.116 0.344 -0.046
P 2.066673 2.059318 0.803491 0.798 0.549 0.571
C 2.083285 2.982178 2.394382 -0.272 -0.272 0.008
H 3.027211 3.537273 2.474434 -0.288 -0.042 0.054
H 1.993219 2.260744 3.218243 0.064 0.461 -0.128
H 1.232787 3.678228 2.411372 0.271 -0.161 0.147
C 3.851238 1.633169 0.667406 -0.299 -0.386 -0.138
H 4.445776 2.554639 0.722369 -0.066 -0.301 -0.006
H 4.010616 1.137296 -0.299890 0.180 0.139 0.223
H 4.134557 0.948759 1.475205 0.092 0.181 -0.187
C 2.067458 3.492097 -0.351129 -0.489 -0.251 -0.323
H 2.199972 3.129411 -1.379030 -0.010 0.203 0.182
H 2.887517 4.175674 -0.090884 -0.241 -0.173 -0.037
H 1.105018 4.017084 -0.280789 0.287 -0.031 -0.090
P 1.045292 -2.610735 0.111636 0.739 -2.357 -1.126
C 0.017725 -3.769473 -0.885734 -0.986 0.696 0.032
H 0.684042 -4.432871 -1.455636 -0.110 0.233 0.228
H -0.605639 -3.186041 -1.590654 0.236 -0.495 0.212
H -0.642972 -4.354765 -0.233310 0.166 0.129 -0.174
C 2.595002 -2.744307 -0.848095 0.101 1.234 0.138
H 2.439565 -2.432588 -1.892633 -0.024 -0.163 0.443
H 2.927246 -3.790765 -0.807306 -0.109 0.236 0.141
H 3.326564 -2.072212 -0.381464 0.134 -0.320 -0.247
C 1.352242 -3.596150 1.606067 -0.135 0.951 0.531
H 1.433253 -4.650781 1.309685 -0.010 0.263 0.060
H 0.500964 -3.425591 2.283382 0.346 -0.354 -0.028
H 2.261690 -3.196793 2.079280 -0.319 -0.451 -0.080
S 2.035793 -0.522650 2.791457 0.249 0.224 -0.514
C 0.961302 -0.757731 3.997358 -1.956 -0.533 1.961
N 0.163443 -0.955220 4.860424 1.688 0.468 -1.953
```
Forces are in eV/Å.

## Properties
HOMO energy (alpha / beta)   -12.760 / -13.991 eV
HOMO-LUMO gap (alpha / beta)   7.09 / 4.35 eV
Spin multiplicity   6
Max |F|   2.99 eV/A
Lowest unoccupied orbital energy (alpha / beta)   -5.668 / -9.646 eV
<S²>   8.7903
Net charge   +2
ΔE to the lowest compared entry with this formula, charge and spin   252.62 kJ/mol



Formula: C25H45N2O10P
Source: the OMol25 dataset
Level of theory: ωB97M-V with the def2-TZVPD basis set

Geometry as XYZ:
```
83
Properties=species:S:1:pos:R:3:forces:R:3
C 11.951976 -1.210826 -0.651682 -1.139 -0.310 0.602
C 11.300413 0.293885 -0.551929 1.433 0.223 0.170
C 10.206377 0.492557 0.656497 -0.462 0.554 0.020
C 9.047067 -0.671523 0.732852 -0.358 -2.231 1.035
C 9.456231 -2.078170 1.488022 -4.189 1.019 -1.984
C 8.332197 -3.268526 1.572338 -1.797 3.081 -1.970
C 6.818805 -3.006565 0.910769 3.338 2.050 0.109
P 5.601865 -4.492869 1.045355 -1.263 -3.180 4.454
O 5.580258 -5.098100 2.538555 0.584 2.429 -5.973
O 3.953025 -4.111479 0.635686 2.565 -1.898 -1.061
O 6.109798 -5.775647 -0.070516 -0.698 4.137 0.202
C 6.438078 -1.549065 0.195896 0.191 -0.034 0.005
N 5.036595 -1.405521 -0.325900 3.493 5.332 -0.955
C 4.784179 -0.057413 -0.937891 2.750 -1.698 1.025
C 3.263563 0.268412 -1.514593 1.024 -0.459 0.904
O 2.631935 1.244758 -0.570546 1.108 -2.365 -0.251
C 2.630249 0.703722 0.805584 -0.738 0.330 1.451
C 5.941558 1.080985 -1.054846 1.351 -1.470 1.095
N 7.358416 0.985146 -0.560462 -6.057 -4.573 0.099
C 7.541158 -0.359872 0.083470 1.150 -1.290 0.784
H 11.114094 -1.916676 -1.126170 2.095 1.384 0.916
H 12.962958 -1.258210 -1.254298 -2.215 0.200 1.162
H 12.132067 -1.623631 0.453471 -0.187 0.925 -2.459
H 10.898014 0.632665 -1.600263 0.496 -0.753 2.137
H 12.203994 1.032720 -0.301543 -2.038 -1.448 -0.496
H 10.759154 0.583848 1.710093 -1.169 -0.574 -2.344
H 9.717766 1.567548 0.483870 0.788 -2.560 0.367
H 10.523959 -2.265523 1.967348 -2.602 0.642 -1.210
H 8.569849 -4.314299 2.095833 -0.719 2.610 -1.308
H 3.543642 -4.884299 0.107302 1.162 1.626 1.233
H 6.330303 -5.283327 -0.930046 -0.326 -1.115 1.513
H 3.341459 0.704274 -2.607762 -0.260 -0.563 2.484
H 2.656528 -0.743329 -1.543048 1.290 1.994 0.172
H 3.622446 0.929935 1.406808 -1.817 -0.420 -1.493
H 1.747874 1.264803 1.377384 1.913 -1.216 -1.386
H 2.426344 -0.449012 0.871187 0.389 2.142 -0.421
H 5.634151 2.102631 -1.590590 0.866 -2.501 1.372
C -0.948985 3.414822 0.023602 0.034 -0.327 0.229
O -1.456877 2.829183 1.211931 -0.256 0.363 -0.310
C -2.031752 3.788229 2.097200 -0.116 -0.643 0.198
C -3.262340 3.207816 2.802909 -0.117 0.244 -0.166
O -4.411655 3.060943 1.954661 0.479 -0.251 0.018
C -4.343368 2.027730 0.962014 -0.310 -0.091 0.157
C -4.358743 0.606688 1.533810 0.440 0.408 -0.006
O -3.097657 0.284202 2.116778 -0.204 0.051 0.438
C -3.212978 -0.560549 3.251566 0.134 0.232 -0.390
H -0.036532 3.977194 0.241516 0.007 0.142 -0.154
H -0.711569 2.610344 -0.676692 0.044 0.025 0.182
H -1.694459 4.062540 -0.449085 0.036 0.101 0.042
H -2.319428 4.702459 1.565816 -0.013 -0.077 -0.050
H -1.271120 4.039656 2.845398 -0.115 0.191 0.128
H -3.566303 3.915933 3.582465 -0.021 0.040 -0.205
H -3.035815 2.272286 3.317206 0.189 -0.016 -0.233
H -3.499927 2.187113 0.290700 0.155 -0.188 0.155
H -5.246497 2.151496 0.354062 -0.006 -0.026 0.202
H -4.541138 -0.110171 0.732389 -0.279 -0.025 -0.200
H -5.166972 0.526461 2.274883 0.109 0.038 -0.068
H -3.923506 -0.148429 3.975381 -0.079 -0.067 0.007
H -2.235743 -0.622545 3.731448 -0.002 0.002 -0.139
H -3.525541 -1.560138 2.944691 -0.109 -0.156 0.142
C -9.034236 2.275841 -0.366647 0.324 -0.228 -0.003
O -8.593638 0.944683 -0.583312 -0.459 0.212 -0.191
C -9.603589 -0.022754 -0.303995 0.544 -0.276 -0.289
C -9.526058 -1.190940 -1.293228 -0.282 0.125 -0.026
O -9.972632 -0.868787 -2.619430 0.450 0.178 0.241
C -9.122124 -0.004857 -3.386112 -0.037 -0.301 -0.169
C -7.788499 -0.638531 -3.794090 -0.165 0.194 0.560
O -6.901231 -0.707400 -2.679551 -0.103 -0.461 -0.002
C -6.067169 -1.855544 -2.706980 -0.188 0.413 0.050
H -9.130044 2.470667 0.705352 -0.144 0.147 0.002
H -8.286125 2.953398 -0.785229 0.009 -0.146 0.098
H -9.983735 2.467152 -0.877094 -0.063 -0.011 0.090
H -10.605317 0.419535 -0.347179 0.060 0.034 -0.061
H -9.426484 -0.396457 0.711167 -0.206 -0.147 0.033
H -10.207078 -1.974107 -0.940539 -0.065 0.187 -0.084
H -8.532919 -1.642823 -1.315766 0.067 0.284 0.059
H -8.981173 0.950985 -2.882170 0.252 -0.094 0.102
H -9.681804 0.211699 -4.302861 0.017 -0.188 0.074
H -7.307923 -0.024849 -4.556896 -0.096 0.077 -0.309
H -7.978166 -1.639070 -4.208586 0.006 0.105 0.087
H -6.660163 -2.766785 -2.835814 0.030 -0.039 -0.086
H -5.545562 -1.921210 -1.751609 -0.018 0.126 -0.049
H -5.333766 -1.767115 -3.510315 0.109 -0.182 -0.098
```
Forces are in eV/Å.

## Properties
HOMO energy   -8.707 eV
HOMO-LUMO gap   6.99 eV
Spin multiplicity   1
Max |F|   7.59 eV/A
Lowest unoccupied orbital energy   -1.720 eV
SMILES string   CCCc1ccc(P(=O)(O)O)c2nc(COC)cnc12.COCCOCCOC.COCCOCCOC



Formula: C25H45N2P3SSeSn
Source: the OMol25 dataset
Level of theory: ωB97M-V with the def2-TZVPD basis set

Geometry as XYZ:
```
78
Properties=species:S:1:pos:R:3:forces:R:3
Sn -0.000618 0.293500 -1.319642 -1.856 0.700 -2.245
P -1.707011 2.271353 -0.810469 -0.687 0.729 0.067
P -1.558410 -1.467070 0.135113 -0.661 -1.500 0.409
P 2.111362 1.861883 -1.990274 1.855 0.456 -0.292
H -0.599381 -4.807667 -2.371185 0.267 -0.031 -0.215
C 0.364499 -4.606075 -2.846288 0.472 0.113 0.224
C 1.501877 -4.534257 -2.139131 -0.364 0.242 -0.431
H 1.530539 -4.632972 -1.049161 -0.002 -0.167 -0.383
C -3.024481 2.401642 -2.059566 0.144 -0.351 -0.271
C -2.603244 2.206467 0.775388 0.160 -0.266 0.292
C -0.907981 3.907591 -0.809161 0.392 -0.113 -0.013
C -0.989221 -3.197372 0.112727 0.659 0.058 -0.113
C -1.956551 -1.223520 1.905803 0.577 0.770 0.256
C -3.208233 -1.563730 -0.643547 0.200 0.768 -0.706
C 3.539430 0.824929 -2.442164 -0.277 -0.644 0.313
C 2.816686 3.097241 -0.843231 -0.577 -0.161 0.598
C 1.784201 2.803398 -3.513199 -1.082 -0.122 -0.005
H 0.359889 -4.496659 -3.937012 -0.007 -0.163 0.465
H 2.462099 -4.383375 -2.645144 -0.329 -0.099 0.260
H -3.643291 3.280474 -1.828763 0.191 -0.188 0.033
H -3.656847 1.503317 -2.046114 0.137 0.239 -0.039
H -2.592546 2.512871 -3.063350 -0.137 -0.008 0.261
H -3.223780 3.109597 0.877286 0.171 -0.211 -0.147
H -1.893571 2.170363 1.615360 -0.274 0.059 -0.278
H -3.261279 1.327597 0.823178 0.133 0.274 -0.057
H -1.682848 4.683774 -0.723772 0.159 -0.238 -0.021
H -0.352424 4.067085 -1.743939 -0.222 0.000 0.230
H -0.218113 3.998118 0.041839 -0.210 0.033 -0.203
H -1.864945 -3.860606 0.170472 0.131 0.280 0.018
H -0.356008 -3.368026 0.994801 -0.138 0.003 -0.263
H -0.410400 -3.447431 -0.787059 -0.233 0.127 0.193
H -2.961414 -1.618441 2.120449 0.277 0.053 -0.265
H -1.928025 -0.159044 2.173003 -0.128 -0.275 0.035
H -1.224902 -1.755420 2.528760 -0.160 0.124 -0.192
H -3.787508 -2.333102 -0.113717 0.272 0.150 -0.013
H -3.113772 -1.838492 -1.702610 -0.051 0.026 0.224
H -3.736348 -0.602007 -0.575960 0.066 -0.301 -0.009
H 4.160217 1.372223 -3.166217 -0.195 -0.081 0.257
H 3.196288 -0.114759 -2.896910 0.207 0.232 -0.005
H 4.127253 0.599739 -1.541402 -0.106 0.011 -0.267
H 3.730026 3.522214 -1.286658 -0.234 -0.218 -0.047
H 3.061585 2.622141 0.118460 0.114 0.227 -0.356
H 2.095066 3.906268 -0.663837 0.258 -0.160 -0.068
H 2.745026 2.960319 -4.022782 -0.155 -0.089 0.247
H 1.332267 3.774017 -3.268772 0.128 -0.249 -0.122
H 1.107036 2.243503 -4.172066 0.212 0.175 0.018
C 0.195233 -0.554179 -4.855386 1.486 -0.663 -0.842
C 0.123366 -0.088784 -6.188569 -0.115 0.264 0.592
C 0.945647 -0.637602 -7.169447 0.074 -0.272 0.095
C 1.857942 -1.653282 -6.844648 -0.283 0.258 0.039
C 1.958085 -2.095902 -5.518565 -0.191 0.149 0.268
C 1.136418 -1.550142 -4.525156 -0.204 0.044 -0.205
S -0.953797 0.092638 -3.732423 -0.269 0.025 1.788
H 1.052921 0.290633 0.855350 0.159 0.969 1.108
H -0.602725 0.694006 -6.413157 0.251 -0.190 -0.211
H 0.868215 -0.272118 -8.194382 0.013 -0.142 0.297
H 2.482717 -2.093380 -7.627189 -0.200 0.183 0.344
H 2.672365 -2.879895 -5.256010 -0.211 0.270 -0.097
H 1.181315 -1.904310 -3.488489 0.081 -0.060 -0.406
C -0.470868 1.959710 4.732818 -0.203 0.337 0.052
N 0.377424 0.795432 4.520521 0.305 -0.123 -1.286
C 0.981522 0.456823 3.349450 -0.220 -1.355 2.564
Se 1.003012 1.528343 1.795847 0.335 -1.027 -0.446
N 1.555637 -0.764290 3.556102 -0.115 0.727 -0.802
C 1.297089 -1.219586 4.858572 -0.145 -0.314 -0.561
C 1.498770 -2.457178 5.459374 -0.016 -0.223 0.631
C 0.954111 -2.626826 6.746057 0.469 0.021 -0.801
C 0.216375 -1.602125 7.371376 -0.169 0.920 -0.355
C -0.012564 -0.373883 6.726119 0.247 -0.525 0.409
C 0.558391 -0.222683 5.465345 -0.512 0.310 -0.056
H -0.425761 2.223790 5.794269 0.039 0.159 -0.355
H -1.516657 1.748440 4.467150 0.296 -0.096 0.118
H -0.105039 2.787353 4.118105 -0.057 -0.006 0.333
H 2.065718 -1.262509 2.833810 0.078 0.089 0.403
H 2.060081 -3.226507 4.930066 -0.136 0.025 0.385
H 1.102396 -3.569520 7.279660 -0.031 0.329 -0.270
H -0.187143 -1.770879 8.370742 0.089 0.079 -0.321
H -0.592295 0.442711 7.149453 0.056 -0.371 0.216
```
Forces are in eV/Å.

## Properties
HOMO energy (alpha / beta)   -18.138 / -18.083 eV
HOMO-LUMO gap (alpha / beta)   3.80 / 3.71 eV
Spin multiplicity   1
Max |F|   3.00 eV/A
Lowest unoccupied orbital energy (alpha / beta)   -14.335 / -14.370 eV
Net charge   +4
ΔE to the lowest compared entry with this formula, charge and spin   81.14 kJ/mol